The following is a DFT calculation (ωB97M-V/def2-TZVPD) of C21H31N6O4RhS3 as an isolated structure.

Output
ΔE to the lowest compared entry with this formula, charge and spin ... 0.0 kJ/mol
Expectation value of S² ... 6.04
Spin multiplicity ... 5

XYZ file:
```
66
Properties=species:S:1:pos:R:3:forces:R:3:lowdin_charge:R:1
Rh -1.981 0.350 -0.410 0.47 -0.82 0.21 0.953
C -6.778 -1.035 0.310 -0.75 -1.64 1.07 -0.492
S -6.600 0.424 -0.684 -1.21 0.96 -0.52 0.832
C -4.913 0.715 -0.729 0.75 2.33 -0.80 -1.070
S -3.960 -0.724 -0.594 0.43 0.30 0.41 0.667
N -4.466 1.978 -0.940 -0.59 -3.97 1.77 -0.034
N -3.096 1.978 -0.709 -0.25 0.77 -0.39 -0.226
C -2.587 3.162 -0.943 -0.30 1.61 -1.51 -0.122
C -1.263 3.470 -1.228 1.06 -0.78 0.22 -0.222
C -0.933 4.547 -2.091 0.00 -0.37 0.29 -0.007
C 0.361 4.809 -2.470 -1.30 -1.27 1.12 -0.044
C 1.361 3.865 -2.093 -0.23 -0.50 0.59 -0.058
C 1.076 2.851 -1.228 -1.14 0.52 0.06 -0.026
N -0.246 2.643 -0.783 1.53 0.32 0.06 -0.012
H -7.858 -0.957 0.690 1.57 -0.18 -0.45 0.057
H -6.067 -1.054 1.194 -0.97 0.06 -1.10 0.047
H -6.689 -2.005 -0.277 0.00 1.28 0.75 0.051
H -3.261 3.983 -1.227 -0.12 -0.62 0.20 0.133
H -1.834 5.003 -2.487 0.43 0.82 0.08 0.118
H 0.577 5.748 -2.876 0.47 0.90 -1.25 0.090
H 2.353 3.867 -2.486 0.54 0.51 -0.03 0.098
H 1.887 2.276 -0.763 -0.74 -0.21 -0.41 0.131
C 6.242 -2.187 0.303 1.08 0.00 -1.28 -0.129
C 5.059 -1.556 -0.397 -1.07 1.41 -0.54 -0.285
S 3.259 -2.073 -0.104 -0.83 0.18 2.32 0.712
O 2.439 -0.871 -0.319 1.02 -0.65 -0.20 -0.373
O 3.221 -2.684 1.230 0.34 0.68 -1.62 -0.312
C 2.623 -3.319 -1.251 1.50 -0.67 0.94 -0.221
C 1.401 -4.121 -0.803 -0.34 0.82 0.51 -0.100
N 0.327 -3.229 -0.233 -0.35 -0.34 -0.99 0.077
C -0.293 -2.192 -0.853 -0.11 0.71 1.26 -0.399
N -1.044 -1.430 -0.031 1.11 -2.43 -1.06 -0.097
C -1.107 -2.160 1.129 0.64 -0.43 0.60 -0.082
C -0.246 -3.268 1.020 -0.07 -0.45 2.05 -0.153
N 0.076 -4.233 1.975 -1.10 2.45 -1.76 -0.443
O 0.910 -5.114 1.714 1.42 -1.75 -0.45 -0.086
O -0.525 -4.134 3.049 -1.02 0.12 1.96 -0.054
C -0.260 -1.910 -2.240 1.27 1.40 -2.57 -0.031
H 7.161 -1.654 -0.151 -1.31 -0.84 0.83 0.109
H 6.306 -3.233 -0.011 0.20 0.03 0.25 0.074
H 6.299 -2.124 1.379 -0.35 0.11 0.18 0.071
H 5.292 -1.533 -1.483 -0.61 -0.03 0.49 0.100
H 4.900 -0.489 -0.078 0.22 -0.88 -0.32 0.098
H 3.470 -4.020 -1.264 -0.21 -0.06 -0.41 0.109
H 2.494 -2.880 -2.203 0.01 0.67 -1.00 0.075
H 1.667 -4.854 -0.027 -0.38 0.55 -0.07 0.106
H 1.085 -4.672 -1.700 -0.39 0.27 0.28 0.131
H -1.753 -1.825 1.903 0.03 -0.24 0.69 0.093
H 0.411 -1.025 -2.355 -0.20 -0.44 -0.49 0.096
H -1.245 -1.589 -2.567 -0.19 -0.06 -0.21 0.068
H 0.091 -2.705 -2.921 -0.14 0.24 0.52 0.097
C -1.288 3.225 2.153 -0.32 -0.52 -1.60 -0.030
C -0.326 2.119 1.663 0.53 0.02 1.69 -0.609
C -0.611 0.911 2.573 -0.39 -0.86 -1.34 -0.061
C 1.137 2.462 1.970 0.85 -0.29 -0.01 -0.058
C -0.456 1.620 0.260 1.03 0.17 -1.43 -0.246
H -1.083 3.533 3.171 0.15 -0.04 0.12 0.085
H -2.228 2.658 2.120 -0.34 0.95 0.17 0.076
H -1.341 4.118 1.486 0.07 -0.62 0.50 0.090
H -0.339 1.206 3.579 -0.06 -0.46 0.30 0.089
H -0.084 -0.021 2.198 -0.40 1.09 0.81 0.100
H -1.704 0.729 2.498 0.44 -0.26 0.37 0.081
H 1.214 2.574 3.047 0.08 -0.21 0.31 0.077
H 1.470 3.445 1.629 0.06 -0.19 -0.64 0.084
H 1.842 1.615 1.673 -0.79 1.20 0.23 0.113
H 0.447 0.995 0.093 -0.72 -0.40 0.24 0.094
```
Positions in Å, forces in eV/Å.

---

The following is a DFT calculation (ωB97M-V/def2-TZVPD) of C21H31N7O5PRbSe2 as an isolated structure.

Output
ΔE to the lowest compared entry with this formula, charge and spin ... 38.0 kJ/mol
Spin multiplicity ... 1

XYZ file:
```
68
Properties=species:S:1:pos:R:3:forces:R:3:lowdin_charge:R:1
Rb 0.001 0.948 -0.186 0.07 0.00 -0.05 0.746
C -1.831 -0.612 4.128 0.03 0.02 -0.09 -0.389
Se -1.377 0.894 2.986 -0.16 0.06 0.01 0.877
C -3.201 1.495 2.645 0.09 0.02 0.00 -0.540
C -4.039 0.523 1.833 -0.04 -0.07 -0.03 -0.530
Se -3.598 0.447 -0.070 -0.05 -0.03 0.00 0.850
C -4.284 2.202 -0.546 0.02 -0.03 0.05 -0.379
H -2.429 -0.264 4.968 0.03 -0.03 0.02 0.028
H -0.892 -1.027 4.486 0.00 0.01 0.06 0.022
H -2.354 -1.385 3.570 -0.03 0.01 0.00 -0.005
H -3.084 2.458 2.149 -0.01 -0.02 0.02 0.031
H -3.671 1.674 3.614 0.00 -0.04 0.00 0.074
H -5.098 0.782 1.893 0.02 0.04 -0.03 0.070
H -3.938 -0.502 2.191 0.02 0.01 0.00 0.034
H -5.331 2.269 -0.257 -0.01 0.00 -0.03 0.027
H -4.192 2.305 -1.625 -0.01 0.01 -0.01 0.020
H -3.686 2.966 -0.059 0.03 0.02 -0.01 0.003
O 4.879 0.417 -1.280 0.00 0.03 0.00 0.102
C 3.844 0.690 -0.722 -0.02 -0.01 0.10 -0.476
O 2.657 0.231 -1.116 0.06 0.00 -0.06 -0.012
C 3.771 1.588 0.484 -0.04 -0.05 -0.07 -0.196
C 4.908 2.290 0.847 -0.03 0.02 0.05 0.008
C 4.828 3.149 1.932 0.03 0.00 -0.02 -0.042
C 3.628 3.258 2.609 0.01 0.00 0.01 -0.051
C 2.550 2.498 2.177 -0.02 -0.06 -0.04 -0.132
N 2.607 1.679 1.132 0.11 0.04 -0.04 0.073
H 5.816 2.164 0.275 0.00 -0.01 -0.01 0.120
H 5.687 3.734 2.233 0.00 0.01 0.01 0.112
H 3.510 3.935 3.442 0.00 0.01 0.01 0.109
H 1.593 2.560 2.685 -0.01 0.01 0.01 0.097
N 0.475 -2.439 1.124 -0.02 -0.12 -0.02 0.115
C -0.765 -2.937 1.509 0.06 0.04 -0.05 -0.324
C -0.920 -3.742 2.639 -0.06 0.00 -0.03 -0.048
C -2.177 -4.187 3.020 0.02 0.01 0.02 -0.099
C -3.309 -3.836 2.296 0.02 0.03 -0.04 -0.110
C -3.160 -3.029 1.174 -0.01 -0.02 0.01 -0.120
C -1.907 -2.587 0.782 -0.09 -0.01 0.03 -0.074
H 1.251 -2.921 1.554 0.01 0.07 0.02 0.094
H 0.589 -2.389 0.114 0.04 0.06 0.01 0.032
H -0.044 -4.017 3.214 -0.01 -0.02 0.02 0.111
H -2.276 -4.812 3.899 0.02 -0.01 0.01 0.104
H -4.286 -4.182 2.602 -0.01 0.00 0.00 0.098
H -4.032 -2.724 0.606 -0.01 -0.01 0.00 0.092
H -1.797 -1.932 -0.076 0.05 0.02 0.02 0.054
O -1.515 3.211 0.622 -0.07 -0.07 -0.06 -0.315
N -0.388 3.786 0.661 0.18 0.06 0.07 -0.121
C -0.279 4.842 1.451 -0.11 -0.05 0.08 -0.329
C 0.984 5.492 1.551 -0.04 0.03 -0.04 -0.208
N 2.000 6.026 1.650 0.03 -0.03 0.01 0.146
C -1.388 5.290 2.239 0.02 0.03 -0.06 -0.197
N -2.294 5.630 2.863 0.01 -0.02 0.01 0.149
N -2.422 -1.747 -3.121 0.03 -0.12 -0.07 0.117
C -1.276 -2.465 -3.788 -0.02 0.06 0.10 -0.166
P 0.180 -1.610 -2.986 0.08 0.09 0.01 0.407
O 0.540 -2.411 -1.782 0.02 0.01 0.03 -0.331
O -0.402 -0.219 -2.852 -0.04 -0.02 0.12 -0.436
C 1.592 -1.617 -4.140 -0.15 -0.11 -0.07 -0.290
N 2.797 -1.502 -3.320 0.03 0.11 0.08 -0.036
H -2.011 -0.781 -2.939 -0.01 -0.01 -0.05 0.100
H -2.638 -2.155 -2.210 -0.01 0.01 -0.01 0.132
H -3.269 -1.726 -3.682 -0.03 0.07 0.05 0.158
H -1.347 -2.293 -4.860 0.00 0.02 0.00 0.101
H -1.322 -3.526 -3.561 -0.01 -0.01 -0.03 0.101
H 1.509 -0.753 -4.798 0.00 0.01 0.02 0.098
H 1.559 -2.524 -4.758 0.02 0.00 0.00 0.091
H 2.915 -2.329 -2.746 0.00 -0.04 -0.03 0.090
H 2.787 -0.335 -1.928 -0.03 0.00 -0.02 0.068
H 3.627 -1.368 -3.883 0.02 -0.03 0.00 0.098
```
Positions in Å, forces in eV/Å.

---

| no. | F_max (eV/A) |
| --- | --- |
| 1 | 4.4 |
| 2 | 0.2 |